{"formula": "CH2OS2", "method": "ωB97M-V with the def2-TZVPD basis set", "de_lowest_ev": 1.727, "total_energy_ev": -24785.548, "lumo_ev": -0.18, "species": ["C", "H", "H", "O", "S", "S"], "xyz": [[0.5446, -0.0696, -0.1118], [-1.2567, 0.5385, 1.4277], [-1.6191, 0.3554, -0.8037], [1.7231, -0.3365, -0.2125], [-0.2862, 1.0417, -0.9573], [-0.5999, -0.9032, 1.0665]]}